# 1
Computed, not measured: C26H36N4O4S in the gas phase, with the ωB97M-V functional and the def2-TZVPD basis.

## Properties
* E_LUMO: 0.666 eV
* energy above the lowest of the compared OMol25 structures with the same formula, charge and spin: 30.93 kcal/mol
* gap between HOMO and LUMO: 8.10 eV
* DFT total energy: -52532.512 eV
* total charge: 0
* SMILES: CCOc1cc(NC(=S)NCCCN2CCOCC2)c(OCC)cc1NC(=O)c1ccc(C)cc1

Last column: Löwdin charge in e.
Element x y z (Å)
C: -1.72005 -3.91513 -2.24746  -0.06
C: -2.46776 -4.00517 -0.92224  -0.23
H: -3.44303 -4.47769 -1.07360  0.12
H: -1.90329 -4.60318 -0.19780  0.12
O: -2.78932 -2.73767 -0.37618  -0.07
C: -1.78777 -1.95396 0.13774  -0.19
C: -0.48694 -2.36857 0.36172  0.01
C: 0.45269 -1.49142 0.88369  -0.16
C: 0.08219 -0.18098 1.22648  -0.19
C: -1.22560 0.22608 1.03217  0.06
C: -2.15990 -0.64318 0.48368  -0.13
N: -3.48769 -0.28301 0.25793  0.16
C: -4.11119 0.90342 0.49634  -0.41
O: -3.55474 1.89654 0.92972  0.07
C: -5.56355 0.89979 0.15978  -0.14
C: -6.14777 2.11020 -0.20423  -0.01
C: -7.49019 2.17805 -0.51761  -0.03
C: -8.29082 1.04286 -0.45981  -0.28
C: -7.70989 -0.15932 -0.07236  -0.04
C: -6.36419 -0.23691 0.23263  -0.02
H: -5.95441 -1.18348 0.55649  0.11
H: -8.32259 -1.04733 -0.00630  0.11
C: -9.75289 1.11920 -0.77344  -0.05
H: -10.31354 1.35507 0.13183  0.09
H: -9.95295 1.89911 -1.50438  0.08
H: -10.11897 0.16986 -1.15747  0.08
H: -7.92642 3.12300 -0.80796  0.11
H: -5.52520 2.99155 -0.23874  0.12
H: -4.02530 -1.02982 -0.16116  0.13
H: -1.55782 1.21685 1.28709  0.09
O: 1.08750 0.59469 1.75651  -0.07
C: 0.82946 1.95725 2.04575  -0.23
C: 0.79003 2.83280 0.79816  -0.05
H: 0.65879 3.87077 1.08998  0.08
H: -0.03212 2.54439 0.14913  0.07
H: 1.71974 2.73814 0.24127  0.06
H: 1.66563 2.25558 2.68610  0.12
H: -0.09853 2.05729 2.61902  0.12
N: 1.77912 -1.85164 1.13799  0.09
C: 2.58047 -2.71742 0.48374  -0.84
N: 3.87144 -2.79019 0.89516  -0.03
H: 4.43626 -3.40385 0.32837  0.11
C: 4.55687 -1.89624 1.80123  -0.19
H: 4.00683 -1.84298 2.74836  0.12
C: 4.76247 -0.48157 1.24017  -0.16
C: 5.50863 -0.51144 -0.10497  -0.19
N: 5.70445 0.76462 -0.75413  -0.18
C: 6.55593 1.69814 -0.04253  -0.17
C: 6.88826 2.85573 -0.98695  -0.20
O: 5.71957 3.50374 -1.43060  -0.13
C: 4.86867 2.59464 -2.09001  -0.19
C: 4.48632 1.43152 -1.17310  -0.17
H: 3.91779 1.83444 -0.31671  0.11
H: 3.85765 0.72306 -1.71568  0.13
H: 5.36969 2.19610 -2.98449  0.13
H: 3.98562 3.16233 -2.38825  0.12
H: 7.44804 2.46392 -1.84928  0.13
H: 7.48509 3.61437 -0.47770  0.12
H: 6.06614 2.10885 0.85769  0.12
H: 7.47548 1.18932 0.25349  0.13
H: 6.49763 -0.95806 0.04013  0.12
H: 4.95139 -1.13884 -0.80694  0.12
H: 5.33394 0.09359 1.97077  0.11
H: 3.79929 0.01116 1.09872  0.09
H: 5.52990 -2.34526 2.01127  0.12
S: 2.11798 -3.71213 -0.75846  0.65
H: 2.22719 -1.19824 1.76690  0.12
H: -0.17221 -3.36970 0.12946  0.04
H: -1.61421 -4.91068 -2.66882  0.08
H: -2.27418 -3.29204 -2.94565  0.08
H: -0.72910 -3.49090 -2.11169  0.05


# 2
Computed, not measured: C22H28N2O5 in the gas phase, with the ωB97M-V functional and the def2-TZVPD basis.

## Properties
* E_LUMO: 0.566 eV
* energy above the lowest of the compared OMol25 structures with the same formula, charge and spin: 40.27 kcal/mol
* gap between HOMO and LUMO: 8.25 eV
* DFT total energy: -36486.643 eV
* total charge: 0
* SMILES: Cc1cc(C(=O)COC(=O)c2ccccc2NCCO)c(C)n1C[C@@H]1CCCO1

Last column: Löwdin charge in e.
Element x y z (Å)
C: -1.23292 0.23500 2.18018  -0.01
C: -1.11234 -0.34233 0.81475  -0.25
C: -1.97163 -0.23261 -0.23681  0.01
C: -1.37261 -0.87864 -1.35596  -0.12
C: -0.14861 -1.37306 -0.91981  -0.20
N: 0.00033 -1.03179 0.38821  0.01
C: 1.13111 -1.36899 1.20669  -0.06
H: 1.30017 -0.56345 1.92516  0.13
H: 2.01123 -1.45591 0.56735  0.12
C: 0.96633 -2.67463 2.01630  -0.28
C: 0.39527 -3.86336 1.23243  -0.12
H: 1.17844 -4.47332 0.78838  0.12
C: -0.41349 -4.60228 2.29545  -0.15
H: -1.20852 -5.21499 1.87831  0.11
C: -0.94460 -3.42833 3.11145  -0.20
H: -1.18588 -3.68204 4.14545  0.12
O: 0.10201 -2.47383 3.13228  -0.12
H: -1.83420 -2.99594 2.63076  0.12
H: 0.23723 -5.22534 2.91039  0.11
H: -0.27634 -3.50979 0.44977  0.11
H: 1.95979 -2.92150 2.42134  0.15
C: 0.91705 -2.01612 -1.72814  0.01
H: 1.12180 -3.03446 -1.40129  0.08
H: 1.83872 -1.43932 -1.65498  0.06
H: 0.59270 -2.04721 -2.76428  0.08
C: -1.84071 -0.90242 -2.72693  -0.34
O: -1.57225 -1.76325 -3.54027  0.09
C: -2.70853 0.29610 -3.14924  -0.06
H: -3.76587 0.06211 -3.00430  0.14
H: -2.51773 0.48750 -4.21083  0.14
O: -2.45898 1.45365 -2.36989  -0.03
C: -1.16786 1.81978 -2.28771  -0.42
O: -0.32727 1.35994 -3.04306  0.11
C: -0.90052 2.74522 -1.18484  -0.06
C: -1.96682 3.25464 -0.44027  -0.02
C: -1.75664 4.02887 0.67718  -0.09
C: -0.45266 4.29078 1.08284  -0.08
C: 0.61752 3.80530 0.36862  -0.03
C: 0.43287 3.03981 -0.79585  -0.19
N: 1.47002 2.61542 -1.55767  0.05
H: 1.20329 1.96530 -2.29250  0.11
C: 2.85795 2.67454 -1.19700  -0.17
H: 3.08614 3.63731 -0.73246  0.11
H: 3.44200 2.60318 -2.12098  0.13
C: 3.29183 1.54590 -0.24470  -0.24
O: 3.25406 0.27553 -0.84837  -0.08
H: 3.77394 0.30333 -1.66065  0.10
H: 4.30316 1.76012 0.13156  0.12
H: 2.60425 1.48954 0.60170  0.11
H: 1.61682 4.02271 0.71196  0.10
H: -0.27376 4.88006 1.97093  0.11
H: -2.59059 4.41907 1.23925  0.10
H: -2.97002 3.02629 -0.76278  0.12
H: -2.93409 0.23735 -0.21498  0.12
H: -0.59670 1.11797 2.27396  0.08
H: -2.26062 0.54453 2.34898  0.09
H: -0.94330 -0.48193 2.94493  0.06


# 3
Computed, not measured: a molecular structure, C38H38Cl5N2P2Rh, with the ωB97M-V functional and the def2-TZVPD basis.

## Properties
* E_LUMO (spin up / spin down): -5.448 / -9.056 eV
* gap between HOMO and LUMO (spin up / spin down): 7.02 / 4.74 eV
* DFT total energy: -127186.323 eV
* ⟨S²⟩: 6.028
* total charge: +2
* spin multiplicity: 5

Last column: Löwdin spin population.
Element x y z (Å)
Rh: -0.19165 -0.01057 -0.19523  2.12
Cl: -0.89222 -0.34235 2.73268  0.06
C: -1.38533 -1.76186 1.89411  0.08
C: -1.04225 -1.81615 0.50744  0.37
C: -1.35230 -3.02282 -0.20002  0.12
Cl: -0.86008 -3.12157 -1.82691  0.06
C: -2.01724 -4.06480 0.38891  0.01
Cl: -2.40971 -5.47712 -0.46594  0.00
C: -2.36841 -3.94911 1.76596  0.22
Cl: -3.15148 -5.20137 2.52222  0.14
C: -2.03834 -2.76836 2.53303  0.04
Cl: -2.45256 -2.68122 4.17004  0.02
C: 2.80912 -0.01316 -1.74678  0.02
C: 1.82211 -0.46077 -2.83277  0.02
P: 0.18917 0.34368 -2.58022  0.13
C: -0.87042 -0.16453 -3.94644  0.02
C: -0.59466 -1.29719 -4.70999  0.01
C: -1.46254 -1.68198 -5.72429  0.00
C: -2.60862 -0.94320 -5.97806  0.01
C: -2.89346 0.18168 -5.21461  0.00
C: -2.03085 0.56820 -4.20087  0.01
C: 0.55698 2.10326 -2.85190  0.02
C: 0.99234 2.88764 -1.77860  0.02
C: 1.36297 4.21042 -1.96650  0.00
C: 1.28815 4.77211 -3.23549  0.00
C: 0.85958 4.00341 -4.30887  0.00
C: 0.50209 2.67454 -4.12098  0.01
P: 2.22916 -0.34948 -0.03284  0.13
C: 2.27301 -2.15791 0.13352  0.03
C: 1.72785 -2.71294 1.29705  0.02
C: 1.72090 -4.08752 1.49269  0.01
C: 2.24538 -4.92468 0.51719  0.01
C: 2.80890 -4.38205 -0.63090  0.01
C: 2.83547 -3.00470 -0.81706  0.01
C: 3.55002 0.30278 1.00932  0.02
C: 4.21837 -0.49588 1.93205  0.01
C: 5.24862 0.04289 2.69176  0.00
C: 5.61118 1.37164 2.53312  0.01
C: 4.93860 2.17412 1.62012  0.00
C: 3.90660 1.64450 0.86274  0.01
H: 2.97572 1.06322 -1.80989  0.00
H: 3.78690 -0.48040 -1.87401  0.00
H: 1.66988 -1.54080 -2.78857  0.00
H: 2.19334 -0.21090 -3.82791  0.00
H: 0.30067 -1.88204 -4.53668  0.00
H: -1.23688 -2.55570 -6.32181  0.00
H: -3.27786 -1.24000 -6.77537  0.00
H: -3.78596 0.76072 -5.41302  0.00
H: -2.25953 1.44882 -3.60912  0.00
H: 1.06223 2.46128 -0.78351  0.01
H: 1.70688 4.80297 -1.12741  0.00
H: 1.56839 5.80644 -3.38778  0.00
H: 0.80930 4.43545 -5.29996  0.00
H: 0.17956 2.08552 -4.97059  0.00
H: 1.36092 -2.05808 2.07875  0.00
H: 1.32449 -4.50261 2.41249  0.00
H: 2.23787 -5.99783 0.66010  0.00
H: 3.24265 -5.03198 -1.37976  0.00
H: 3.30321 -2.60688 -1.70886  0.00
H: 3.95291 -1.53750 2.05812  0.00
H: 5.77118 -0.58145 3.40437  0.00
H: 6.42102 1.78430 3.12024  0.00
H: 5.21848 3.21230 1.49835  0.00
H: 3.38151 2.28509 0.16073  0.00
C: -2.42853 4.46106 -1.37023  0.00
C: -2.68847 4.24904 0.11667  0.00
N: -3.39491 2.99892 0.42576  0.02
C: -4.80941 3.13486 0.81730  0.00
C: -5.73060 3.42111 -0.35676  0.00
C: -2.78329 1.81669 0.31330  0.02
C: -3.59897 0.56394 0.47262  0.01
N: -1.50363 1.69871 0.05523  0.12
H: -1.90757 5.40726 -1.52064  0.00
H: -3.37057 4.50262 -1.91815  0.00
H: -1.81424 3.67143 -1.80582  0.00
H: -3.31920 5.05298 0.49035  0.00
H: -1.76512 4.29828 0.70159  0.00
H: -4.85347 3.94600 1.54376  0.00
H: -5.11886 2.24015 1.34742  0.00
H: -5.48465 4.37158 -0.83290  0.00
H: -6.76395 3.48188 -0.01435  0.00
H: -5.66697 2.63491 -1.11246  0.00
H: -4.54801 0.63787 -0.05454  0.00
H: -3.80820 0.37116 1.52730  0.00
H: -3.04518 -0.27722 0.06190  0.01
H: -1.03488 2.59299 -0.01813  0.01